Molecular formula: C12H25ClEuNO2P2
Method: DFT, wB97M-V/def2-TZVPD

## Properties
Multiplicity = 7
Total charge = +2
Energy = -68849.8452 eV
LUMO level (alpha / beta) = -8.21 / -5.94 eV
Frontier orbital gap (alpha / beta) = 0.25451 / 0.34604 hartree

Positions of all 44 atoms, in Å:
Eu1 -0.07034 0.00429 1.36898
P1 -1.85925 -2.05598 0.13175
C1 -0.11931 -2.51308 -0.40826
C2 0.50771 -1.57581 -1.45111
N1 0.46702 -0.25721 -1.15274
C3 0.98545 0.64227 -2.01780
C4 1.66112 0.23173 -3.16243
C5 1.76516 -1.13278 -3.45410
C6 1.15992 -2.04467 -2.59472
C7 0.84674 2.12195 -1.72345
P2 0.38256 2.52292 0.03206
H1 1.15749 -3.11872 -2.78150
H2 2.11730 0.98465 -3.78690
H3 2.29274 -1.47117 -4.33408
H4 1.78593 2.64116 -1.95324
H5 0.05179 2.56009 -2.34697
H6 0.54880 -2.52953 0.52299
H7 -0.15428 -3.54553 -0.81063
H8 1.76492 -0.52449 3.15301
O1 1.57164 -1.31399 2.53541
H9 2.25728 -1.99080 2.64710
H10 0.23806 1.09529 3.71517
O2 1.21043 0.99820 3.44326
H11 1.69251 1.65883 3.98945
C8 2.08752 2.70037 0.70210
H12 2.55565 3.57743 0.23384
H13 2.03825 2.84759 1.79170
H14 2.70098 1.81020 0.49498
C9 -0.07366 4.27580 -0.11489
H15 -0.45608 4.60297 0.86231
H16 0.79225 4.89109 -0.39807
H17 -0.88428 4.37826 -0.84942
C10 -2.80901 -2.27397 -1.42133
H18 -2.82955 -3.31561 -1.77496
H19 -3.84387 -1.95779 -1.22077
H20 -2.41408 -1.62063 -2.20964
C11 -2.34721 -3.61029 0.98430
H21 -3.30189 -3.42067 1.49372
H22 -2.48329 -4.44568 0.28295
H23 -1.61192 -3.88146 1.75446
Cl1 -1.66962 1.13352 3.82047
C12 -2.21961 0.90012 2.16321
H24 -3.03364 0.15112 2.15453
H25 -2.45834 1.87002 1.68929